(1)
DFT (ωB97M-V/def2-TZVPD) results for a 2-piece molecular cluster, C4H9FOS2 overall.

Computed properties:
E_HOMO: -9.053 eV
orbital gap: 9.24 eV
structure (SMILES): OC(=S)S.CCCF

Geometry as ORCA input:
```
! wB97M-V def2-TZVPD RIJCOSX def2/J DEFGRID3
* xyz 0 1
C -3.176 -0.176 0.181
C 3.010 -0.125 -0.273
C 1.699 0.443 0.262
C 0.539 -0.511 0.062
H -4.422 0.912 -1.453
H -1.983 0.842 1.297
H 2.915 -0.360 -1.338
H 3.833 0.587 -0.151
H 3.283 -1.049 0.252
H 1.782 0.663 1.333
H 1.465 1.389 -0.241
H -0.401 -0.087 0.436
H 0.723 -1.466 0.570
O -2.277 -0.072 1.163
F 0.379 -0.775 -1.293
S -3.544 1.390 -0.569
S -3.826 -1.604 -0.237
*
```

Computed natural (NBO) charges, given in elementary charges: 0.020, -0.610, -0.435, 0.056, 0.171, 0.487, 0.219, 0.210, 0.203, 0.204, 0.202, 0.162, 0.159, -0.657, -0.376, 0.020, -0.033


(2)
DFT (ωB97M-V/def2-TZVPD) results for a 2-piece molecular cluster, C7H16NO2 overall.

Computed properties:
E_HOMO (spin up / spin down): -10.901 / -10.902 eV
orbital gap (spin up / spin down): 6.90 / 6.90 eV

Geometry as ORCA input:
```
! wB97M-V def2-TZVPD RIJCOSX def2/J DEFGRID3
* xyz 1 1
C -0.472 -1.273 -2.404
C -0.554 -0.985 -0.807
C 0.164 -0.028 -3.002
C 0.553 -0.005 -0.431
C 0.403 -0.501 2.691
C -1.424 1.307 2.530
C 0.045 0.870 2.526
N 0.490 0.846 -1.851
O 1.821 -0.553 -0.221
O 0.734 1.523 1.697
H 0.112 -2.265 -2.665
H -1.456 -1.377 -2.794
H -1.591 -0.679 -0.505
H -0.330 -1.838 -0.132
H 1.163 -0.379 -3.425
H -0.441 0.490 -3.671
H 0.313 -0.757 1.582
H -0.431 -1.051 3.190
H 1.390 -0.693 3.106
H -1.516 2.409 2.747
H -1.841 1.157 1.626
H -1.997 0.715 3.355
H 1.405 1.454 -1.946
H -0.355 1.336 -1.558
H 2.225 -0.921 -1.001
H 1.588 1.198 1.360
*
```

Computed natural (NBO) charges, given in elementary charges: -0.445, -0.518, -0.251, 0.045, -0.747, -0.687, 0.654, -0.609, -0.764, -0.532, 0.235, 0.231, 0.221, 0.241, 0.216, 0.226, 0.300, 0.255, 0.278, 0.267, 0.248, 0.246, 0.447, 0.433, 0.459, 0.552


(3)
DFT (ωB97M-V/def2-TZVPD) results for an isolated molecule of C7H11NO2.

Computed properties:
E_HOMO: -8.836 eV
orbital gap: 9.60 eV
structure (SMILES): C=C1C[C@H](N)[C@H](C(=O)O)C1

Geometry as ORCA input:
```
! wB97M-V def2-TZVPD RIJCOSX def2/J DEFGRID3
* xyz 0 1
O 1.766 2.053 0.452
O 3.395 0.421 0.612
C 2.146 0.847 0.329
C -2.644 0.201 -1.276
C -1.352 -0.077 -0.898
N 0.331 -0.267 1.987
C -1.205 -1.045 0.249
C -0.111 0.489 -1.307
C 0.274 -0.881 0.616
C 1.056 -0.097 -0.410
H 3.759 1.274 0.938
H -3.334 -0.372 -0.668
H -2.854 0.987 -1.944
H -0.422 -0.565 2.534
H 0.393 0.783 2.031
H -1.988 -0.801 1.061
H -1.414 -2.071 -0.150
H 0.011 0.215 -2.348
H -0.171 1.569 -1.426
H 0.732 -1.897 0.652
H 1.631 -0.766 -1.035
*
```

Computed natural (NBO) charges, given in elementary charges: -0.639, -0.650, 0.807, -0.430, 0.044, -0.861, -0.457, -0.471, -0.050, -0.297, 0.504, 0.197, 0.201, 0.360, 0.380, 0.227, 0.222, 0.237, 0.257, 0.193, 0.226


(4)
DFT (ωB97M-V/def2-TZVPD) results for a 3-piece molecular cluster, C4H14N2OS overall.

Computed properties:
E_HOMO: -8.600 eV
orbital gap: 6.24 eV

Geometry as ORCA input:
```
! wB97M-V def2-TZVPD RIJCOSX def2/J DEFGRID3
* xyz 0 1
C -1.821 1.031 -0.242
N -1.574 -0.378 -0.274
C -0.384 -0.775 0.163
C 0.698 -0.466 -1.201
S 2.353 -0.695 -0.853
C 0.184 -0.104 1.462
N 1.132 -0.982 2.028
H -1.654 1.574 0.688
H -1.175 1.523 -0.981
H -2.836 1.174 -0.602
H -3.011 -2.586 -1.888
H -0.300 -1.868 0.245
H 0.303 -1.121 -1.967
H 0.454 0.562 -1.469
H -2.301 -2.402 -1.864
H -0.674 -0.109 2.132
H 0.492 0.918 1.253
H 1.461 -0.732 2.925
H 1.908 -1.194 1.440
H 2.735 2.748 -0.029
H 2.115 1.500 -0.656
O 1.895 2.382 -0.310
*
```

Computed natural (NBO) charges, given in elementary charges: -0.494, -0.190, -0.038, -0.507, -0.119, -0.249, -0.848, 0.218, 0.235, 0.216, 0.002, 0.233, 0.223, 0.205, -0.003, 0.200, 0.201, 0.372, 0.374, 0.471, 0.473, -0.978


(5)
DFT (ωB97M-V/def2-TZVPD) results for an isolated molecule of C6H10.

Computed properties:
E_HOMO: -8.641 eV
orbital gap: 8.79 eV

Geometry as ORCA input:
```
! wB97M-V def2-TZVPD RIJCOSX def2/J DEFGRID3
* xyz 0 1
C -0.708 -1.013 1.453
C 0.527 -0.784 0.595
C 0.269 -0.741 -0.931
C 0.383 0.716 -1.311
C -0.325 1.732 -0.500
C 1.124 1.476 -0.216
H -1.149 -1.999 1.260
H -0.461 -0.953 2.516
H -1.489 -0.271 1.246
H 1.311 -1.507 0.831
H 1.035 -1.317 -1.462
H -0.702 -1.168 -1.225
H 0.631 0.963 -2.336
H -1.090 1.495 0.228
H -0.486 2.715 -0.936
H 1.032 0.189 0.886
*
```

Computed natural (NBO) charges, given in elementary charges: -0.611, -0.363, -0.395, -0.379, -0.607, 0.136, 0.213, 0.215, 0.201, 0.218, 0.217, 0.205, 0.233, 0.238, 0.259, 0.220


(6)
DFT (ωB97M-V/def2-TZVPD) results for a 2-piece molecular cluster, C5H14 overall.

Computed properties:
E_HOMO: -10.900 eV
orbital gap: 11.99 eV
structure (SMILES): CCC.CC

Geometry as ORCA input:
```
! wB97M-V def2-TZVPD RIJCOSX def2/J DEFGRID3
* xyz 0 1
C -1.420 -0.639 0.251
C -2.236 0.382 -0.462
C -1.579 -0.355 1.798
H -0.317 -0.746 0.026
H -1.783 -1.685 0.048
H -2.249 0.459 -1.527
H -3.275 0.117 -0.191
H -2.131 0.643 2.108
H -0.591 -0.251 2.334
H -1.936 1.438 -0.288
H -2.076 -1.254 2.156
C 2.291 -0.501 -0.983
C 2.656 0.886 -0.564
H 3.083 -1.301 -0.774
H 1.322 -0.778 -0.476
H 2.147 -0.267 -2.032
H 1.905 1.716 -0.877
H 3.539 1.167 -1.044
H 2.650 0.969 0.498
*
```

Computed natural (NBO) charges, given in elementary charges: -0.404, -0.620, -0.622, 0.198, 0.196, 0.210, 0.208, 0.210, 0.208, 0.207, 0.210, -0.606, -0.596, 0.208, 0.195, 0.208, 0.193, 0.201, 0.197


(7)
DFT (ωB97M-V/def2-TZVPD) results for C56H56AsN2O6SSeTa as an isolated structure.

Computed properties:
E_HOMO: -12.884 eV
orbital gap: 6.46 eV

Geometry as ORCA input:
```
! wB97M-V def2-TZVPD RIJCOSX def2/J DEFGRID3
* xyz 2 1
Ta -0.233 -0.265 0.427
O -1.575 2.484 2.763
C -2.221 2.776 1.530
C -1.527 1.771 0.608
O -2.071 0.875 -0.099
O -0.210 1.738 0.600
C -3.713 2.499 1.642
C -4.101 1.285 2.216
C -5.440 0.998 2.409
C -6.412 1.920 2.028
C -6.032 3.129 1.471
C -4.683 3.422 1.281
C -1.836 4.155 0.983
C -2.214 4.511 -0.311
C -1.865 5.751 -0.824
C -1.126 6.640 -0.051
C -0.725 6.274 1.224
C -1.070 5.029 1.739
H -1.968 3.046 3.443
H -3.351 0.568 2.530
H -5.731 0.060 2.868
H -7.461 1.697 2.176
H -6.781 3.857 1.189
H -4.406 4.381 0.865
H -2.801 3.827 -0.918
H -2.177 6.030 -1.822
H -0.865 7.614 -0.445
H -0.139 6.959 1.824
H -0.721 4.746 2.723
C 1.654 -6.363 -1.827
O 0.224 -6.352 -1.852
C -0.415 -5.337 -1.268
C -1.819 -5.456 -1.238
C -2.569 -4.474 -0.654
C -1.956 -3.333 -0.098
C -2.701 -2.281 0.559
C -4.185 -2.375 0.716
O -2.158 -1.254 1.046
C -0.567 -3.250 -0.160
O -0.010 -2.135 0.334
C 0.229 -4.227 -0.721
H 1.949 -7.287 -2.310
H 2.018 -6.346 -0.800
H 2.056 -5.513 -2.383
H -2.273 -6.337 -1.669
H -3.646 -4.585 -0.616
H -4.654 -2.477 -0.265
H -4.556 -1.479 1.204
H -4.455 -3.257 1.303
H 1.301 -4.105 -0.710
S 2.232 -0.258 0.375
C 2.608 -1.436 1.663
C 3.726 -2.252 1.505
C 4.080 -3.140 2.513
C 3.331 -3.222 3.680
C 2.217 -2.410 3.842
C 1.862 -1.528 2.835
As 0.406 -0.290 2.984
C 1.198 1.179 3.896
C 1.024 1.299 5.268
C 1.600 2.369 5.940
C 2.348 3.307 5.241
C 2.533 3.166 3.870
C 1.953 2.105 3.188
C -0.903 -1.151 4.066
C -1.110 -2.507 3.820
C -2.142 -3.171 4.463
C -2.974 -2.480 5.336
C -2.781 -1.123 5.557
C -1.751 -0.448 4.912
H 4.320 -2.183 0.601
H 4.953 -3.769 2.389
H 3.616 -3.909 4.466
H 1.640 -2.464 4.756
H 0.488 0.551 5.835
H 1.469 2.460 7.011
H 2.794 4.142 5.767
H 3.134 3.885 3.326
H 2.094 2.011 2.119
H -0.458 -3.052 3.148
H -2.291 -4.229 4.287
H -3.775 -3.001 5.845
H -3.434 -0.583 6.230
H -1.635 0.616 5.065
C -0.688 3.237 -3.818
C 0.700 2.927 -4.368
C 1.814 3.350 -3.413
C 2.009 2.416 -2.229
N 2.417 1.062 -2.643
C 1.666 -0.040 -2.734
Se -0.130 -0.186 -2.222
N 2.384 -1.025 -3.282
C 1.932 -2.383 -3.638
C 1.686 -2.530 -5.133
C 0.496 -1.716 -5.639
C -0.845 -2.333 -5.249
C 3.666 -0.540 -3.563
C 4.778 -1.159 -4.124
C 5.912 -0.381 -4.249
C 5.936 0.962 -3.826
C 4.827 1.565 -3.270
C 3.688 0.776 -3.153
H -1.470 2.963 -4.528
H -0.785 4.304 -3.612
H -0.887 2.695 -2.890
H 0.839 3.441 -5.319
H 0.787 1.858 -4.596
H 1.582 4.333 -2.993
H 2.761 3.454 -3.946
H 1.103 2.319 -1.639
H 2.796 2.781 -1.569
H 1.032 -2.586 -3.060
H 2.712 -3.062 -3.293
H 1.509 -3.592 -5.326
H 2.597 -2.263 -5.674
H 0.558 -1.638 -6.725
H 0.564 -0.686 -5.267
H -0.921 -3.358 -5.619
H -1.679 -1.770 -5.669
H -0.991 -2.360 -4.166
H 4.763 -2.191 -4.448
H 6.804 -0.813 -4.683
H 6.847 1.534 -3.942
H 4.849 2.597 -2.945
*
```

Löwdin population analysis, charges in e, atoms 1 to 99: 1.431, 0.005, -0.328, -0.481, -0.058, -0.209, -0.135, -0.033, -0.069, -0.061, -0.050, -0.005, -0.156, -0.047, -0.060, -0.063, -0.053, -0.006, 0.132, 0.100, 0.107, 0.113, 0.114, 0.114, 0.131, 0.111, 0.113, 0.113, 0.115, -0.030, -0.035, -0.247, 0.038, 0.018, -0.101, -0.288, 0.039, -0.116, -0.286, -0.345, 0.077, 0.105, 0.105, 0.084, 0.136, 0.126, 0.112, 0.075, 0.111, 0.125, 0.677, -0.622, -0.099, -0.054, -0.052, -0.078, -0.393, 1.296, -0.357, -0.098, -0.057, -0.057, -0.059, -0.102, -0.373, -0.120, -0.059, -0.055, -0.054, -0.106, 0.106, 0.116, 0.116, 0.115, 0.097, 0.115, 0.114, 0.112, 0.068, 0.104, 0.114, 0.115, 0.116, 0.100, -0.104, -0.240, -0.167, -0.131, -0.011, -0.638, 0.854, 0.011, -0.134, -0.169, -0.244, -0.105, -0.134, 0.010, -0.047


(8)
DFT (ωB97M-V/def2-TZVPD) results for a 10-piece molecular cluster, C35H45ClF9N4O28P2 overall.

Computed properties:
E_HOMO: -11.479 eV
orbital gap: 7.51 eV

Geometry as ORCA input:
```
! wB97M-V def2-TZVPD RIJCOSX def2/J DEFGRID3
* xyz 1 1
C 3.726 -5.160 1.886
C 3.755 -5.043 0.467
N 3.969 -3.701 -0.101
C 3.004 -2.966 -0.652
N 3.445 -1.707 -1.244
C 2.533 -0.584 -0.907
C 3.068 0.255 0.323
C 3.771 -0.374 1.575
N 2.927 1.539 0.235
N 1.675 -3.445 -0.676
P 0.821 -3.271 0.869
C -0.390 -4.742 0.878
C -0.306 -1.772 0.885
P 5.662 -3.077 -0.118
O 6.031 -3.056 -1.774
Cl 6.974 -4.445 0.743
H 2.915 -4.666 2.495
H 4.523 -5.698 2.465
H 3.643 -5.981 -0.138
H 3.400 -1.846 -2.267
H 1.457 -0.865 -0.806
H 2.581 0.140 -1.776
H 4.110 0.432 2.276
H 4.684 -0.939 1.286
H 3.052 -1.109 2.034
H 3.300 1.999 1.073
H 1.136 -3.051 -1.459
H -1.288 -4.378 0.284
H -0.747 -4.986 1.907
H 0.032 -5.608 0.306
H -0.392 -1.305 -0.142
H -1.361 -2.000 1.230
H 0.097 -1.033 1.641
H 5.654 -3.888 -2.133
C 6.282 -3.359 5.316
C 5.435 -3.426 4.081
O 5.051 -2.080 3.886
C 6.058 -1.331 4.409
O 6.209 -0.170 4.188
O 6.872 -2.066 5.204
F 4.320 -4.173 4.286
H 5.690 -3.411 6.234
H 7.043 -4.138 5.346
H 5.961 -3.789 3.194
C 7.172 3.957 4.013
C 6.399 3.187 2.985
O 6.997 3.591 1.768
C 8.290 3.899 2.074
O 9.157 4.018 1.271
O 8.464 4.043 3.417
F 5.090 3.558 2.971
H 6.777 4.964 4.170
H 7.215 3.443 4.970
H 6.471 2.101 3.087
C -2.380 0.425 -4.029
C -2.371 1.322 -2.832
O -1.718 0.529 -1.852
C -0.879 -0.283 -2.539
O 0.026 -0.892 -2.038
O -1.174 -0.319 -3.855
F -3.633 1.588 -2.408
H -3.232 -0.259 -4.033
H -2.369 0.979 -4.967
H -1.824 2.258 -2.971
C -6.410 -1.065 -1.166
C -7.502 -1.115 -2.191
O -6.804 -0.929 -3.408
C -5.558 -1.433 -3.201
O -4.787 -1.690 -4.071
O -5.304 -1.614 -1.878
F -8.375 -0.090 -2.030
H -6.172 -0.044 -0.856
H -6.641 -1.656 -0.280
H -8.048 -2.062 -2.222
C 3.467 3.786 -3.913
C 3.042 3.775 -2.477
O 1.627 3.788 -2.560
C 1.322 3.167 -3.729
O 0.237 2.755 -4.006
O 2.408 3.063 -4.541
F 3.449 4.898 -1.838
H 3.517 4.795 -4.328
H 4.426 3.295 -4.069
H 3.366 2.894 -1.917
C 9.066 0.962 5.615
C 8.855 1.840 6.807
O 8.501 0.922 7.822
C 9.121 -0.248 7.495
O 9.270 -1.158 8.243
O 9.554 -0.240 6.204
F 7.813 2.691 6.605
H 8.137 0.752 5.079
H 9.790 1.377 4.913
H 9.741 2.403 7.113
C -3.845 -5.641 4.541
C -2.860 -6.031 5.600
O -1.630 -5.560 5.078
C -1.942 -4.487 4.304
O -1.150 -3.683 3.922
O -3.271 -4.441 4.024
F -2.790 -7.376 5.733
H -3.917 -6.383 3.742
H -4.841 -5.459 4.942
H -3.043 -5.574 6.576
C -9.630 2.912 -3.605
C -10.267 3.187 -2.278
O -10.900 4.436 -2.483
C -11.209 4.481 -3.808
O -11.976 5.251 -4.292
O -10.538 3.529 -4.511
F -9.333 3.328 -1.304
H -8.646 3.378 -3.704
H -9.535 1.846 -3.809
H -11.009 2.446 -1.971
C -11.850 6.187 -7.476
C -12.606 5.341 -8.453
O -11.979 5.643 -9.686
C -10.692 5.968 -9.378
O -9.807 6.019 -10.170
O -10.545 6.220 -8.050
F -13.908 5.714 -8.524
H -12.244 7.204 -7.409
H -11.830 5.753 -6.476
H -12.542 4.266 -8.263
*
```

Löwdin population analysis, charges in e, atoms 1 to 99: 0.021, -0.196, -0.185, -0.369, 0.031, -0.136, -0.324, -0.046, 0.137, -0.102, 0.907, -0.253, -0.265, 0.679, -0.312, 0.276, 0.058, 0.077, 0.128, 0.151, 0.058, 0.135, 0.079, 0.017, 0.075, 0.054, 0.103, 0.048, 0.018, 0.041, 0.015, 0.062, 0.053, 0.063, -0.036, -0.329, 0.121, -0.520, 0.156, 0.093, 0.048, 0.155, 0.151, 0.108, -0.058, -0.314, 0.135, -0.541, 0.182, 0.075, 0.068, 0.154, 0.110, 0.152, -0.038, -0.300, 0.155, -0.505, 0.071, 0.104, 0.079, 0.113, 0.155, 0.156, -0.056, -0.312, 0.147, -0.536, 0.163, 0.075, 0.074, 0.149, 0.144, 0.179, -0.055, -0.330, 0.145, -0.526, 0.162, 0.079, 0.084, 0.150, 0.144, 0.141, -0.066, -0.299, 0.145, -0.540, 0.181, 0.077, 0.052, 0.114, 0.148, 0.181, -0.058, -0.316, 0.142, -0.553, 0.145


Asked for total energy across the records above, the calculation gives -30728.6999, -13092.3570, -13020.7553, -20233.3290, -6379.3586, -5410.6262, -212809.8083, -155864.4093 eV in order.